[1]
Entry from OMol25: a structure of composition C65H92As2CaN4O7P3 in a non-equilibrium geometry (ωB97M-V with the def2-TZVPD basis set).

As for the charge: -1. Its orbital gap is 0.191 hartree. The calculation puts the HOMO energy at -3.24 eV. As for the spin multiplicity: 1. The energy comes out at -9451.35985 Eh.

Structure (XYZ):
```
174
Properties=species:S:1:pos:R:3:lowdin_charge:R:1
Ca -1.6598 -0.2464 0.6728 1.264
C 0.9022 4.6417 4.0706 -0.061
C -0.0368 3.9908 3.0498 -0.382
C -1.3523 4.7546 2.9574 -0.070
C -0.2014 2.5228 3.3752 -0.188
C 0.8102 1.6349 3.0695 -0.006
C 0.7835 0.2862 3.4229 -0.120
C 2.1195 -0.4189 3.1937 -0.349
C 3.1592 0.1530 4.1655 -0.051
C 2.1778 -1.9319 3.2525 -0.056
C -0.3733 -0.2252 4.0427 -0.091
C -1.3889 0.6827 4.4234 -0.124
C -1.2922 2.0211 4.0673 0.018
C -2.5092 0.3028 5.3775 -0.369
C -2.0909 0.6303 6.8166 -0.046
C -3.8412 0.9920 5.0745 -0.074
C -0.4446 -1.6510 4.5436 -0.188
C 0.2195 -1.8761 5.7555 -0.060
C 0.2435 -3.1133 6.3668 -0.070
C -0.4078 -4.1812 5.7705 -0.070
C -1.0759 -3.9791 4.5758 -0.101
C -1.1223 -2.7335 3.9402 -0.277
P -2.0314 -2.6180 2.3225 1.144
C -1.4232 -4.0186 1.1803 -0.656
C -1.6984 -3.5356 -0.2606 -0.118
C 0.0971 -4.1625 1.2877 -0.109
C -2.0353 -5.4121 1.3314 -0.091
C -3.8362 -2.9505 2.7589 -0.667
C -4.3562 -1.7584 3.5633 -0.110
C -4.6232 -2.9582 1.4356 -0.088
C -4.1617 -4.1952 3.5896 -0.088
H 1.0375 5.7023 3.8464 0.077
H 1.8855 4.1674 4.0723 0.071
H 0.4875 4.5552 5.0791 0.081
H 0.4380 4.0445 2.0689 0.092
H -1.7873 4.9256 3.9470 0.078
H -2.0793 4.2226 2.3476 0.051
H -1.1816 5.7306 2.4993 0.081
H 1.6933 2.0097 2.5588 0.124
H 2.4274 -0.1368 2.1824 0.106
H 2.8924 -0.0968 5.1968 0.077
H 3.2424 1.2377 4.0949 0.071
H 4.1402 -0.2790 3.9556 0.081
H 2.1167 -2.3150 4.2728 0.077
H 3.1257 -2.2529 2.8267 0.083
H 1.3870 -2.3890 2.6723 0.046
H -2.0899 2.6930 4.3551 0.113
H -2.6500 -0.7739 5.3168 0.094
H -1.8545 1.6938 6.9017 0.084
H -1.2150 0.0630 7.1308 0.064
H -2.9047 0.4053 7.5109 0.080
H -3.8275 2.0344 5.3998 0.078
H -4.6474 0.4967 5.6205 0.084
H -4.0905 0.9766 4.0125 0.063
H 0.7424 -1.0414 6.2075 0.121
H 0.7739 -3.2437 7.3021 0.106
H -0.3922 -5.1644 6.2232 0.103
H -1.5635 -4.8236 4.1097 0.084
H -1.1868 -2.6027 -0.5104 0.039
H -2.7567 -3.4013 -0.4816 0.069
H -1.3022 -4.2797 -0.9577 0.085
H 0.6052 -3.2772 0.9028 0.046
H 0.4078 -4.9955 0.6505 0.096
H 0.4500 -4.3621 2.3000 0.077
H -3.1142 -5.4354 1.2059 0.061
H -1.7818 -5.8837 2.2817 0.072
H -1.6053 -6.0358 0.5415 0.088
H -4.1218 -0.8009 3.0992 0.040
H -3.9745 -1.7836 4.5825 0.067
H -5.4461 -1.8406 3.6220 0.099
H -4.4658 -2.0437 0.8572 0.067
H -5.6892 -3.0044 1.6767 0.090
H -4.3977 -3.8128 0.8021 0.061
H -3.7518 -4.1133 4.5963 0.073
H -3.8356 -5.1359 3.1596 0.056
H -5.2509 -4.2430 3.6898 0.088
O -4.8620 -0.3812 -1.4260 -0.127
P -3.5849 0.5242 -1.8130 0.236
O -3.6548 0.9428 -3.2170 -0.256
O -2.3982 -0.2272 -1.2346 -0.487
O -3.7748 1.8504 -0.8265 -0.268
P -3.2722 1.7941 0.7041 0.160
O -4.0150 3.0604 1.3254 -0.093
O -3.7178 0.4880 1.3185 -0.396
O -1.7776 1.9261 0.8009 -0.421
H -5.5726 -0.1753 -2.0396 0.074
H -4.6754 3.4133 0.7237 0.084
C 1.4221 2.1612 -1.0632 -0.418
C 1.0056 0.9358 -1.8714 -0.389
As 2.5335 -0.2156 -2.5037 1.244
C 4.1386 0.1303 -1.4058 -0.382
C 4.1759 0.6414 -0.1089 -0.119
C 5.3780 0.8075 0.5719 -0.099
C 6.5779 0.4610 -0.0337 -0.114
C 6.5600 -0.0388 -1.3293 -0.099
C 5.3557 -0.1912 -2.0042 -0.140
C 3.1343 1.5900 -3.6635 -0.310
C 2.5961 1.6445 -4.9532 -0.176
C 2.8555 2.6819 -5.8436 -0.126
C 3.6906 3.7254 -5.4613 -0.123
C 4.2698 3.6946 -4.1993 -0.112
C 3.9982 2.6399 -3.3290 -0.136
As 0.2699 3.7906 -0.9822 1.331
C -0.8650 3.7034 -2.5639 -0.407
C -2.1892 4.1094 -2.4187 -0.142
C -3.0410 4.1486 -3.5168 -0.103
C -2.5746 3.7751 -4.7671 -0.097
C -1.2519 3.3811 -4.9227 -0.075
C -0.4003 3.3548 -3.8297 -0.115
C 1.6120 5.0430 -1.6583 -0.396
C 2.8316 5.1130 -0.9852 -0.139
C 3.8049 6.0266 -1.3626 -0.105
C 3.5679 6.8944 -2.4217 -0.116
C 2.3543 6.8380 -3.0920 -0.095
C 1.3809 5.9211 -2.7113 -0.104
H 2.3773 2.5340 -1.4331 0.017
H 1.5524 1.8876 -0.0155 0.022
H 0.5189 1.2207 -2.8002 0.024
H 0.2999 0.3059 -1.3330 0.017
H 3.2564 0.9083 0.3926 0.062
H 5.3734 1.2088 1.5793 0.090
H 7.5153 0.5824 0.4952 0.090
H 7.4890 -0.3038 -1.8208 0.094
H 5.3623 -0.5487 -3.0285 0.101
H 1.9512 0.8326 -5.2903 0.070
H 2.4016 2.6838 -6.8297 0.088
H 3.8882 4.5493 -6.1373 0.087
H 4.9295 4.4991 -3.8890 0.088
H 4.4724 2.6554 -2.3495 0.087
H -2.5571 4.3876 -1.4367 0.083
H -4.0725 4.4533 -3.3913 0.099
H -3.2411 3.7840 -5.6204 0.098
H -0.8780 3.0896 -5.8974 0.103
H 0.6382 3.0906 -3.9707 0.087
H 3.0386 4.4356 -0.1621 0.097
H 4.7510 6.0536 -0.8357 0.097
H 4.3296 7.5999 -2.7297 0.093
H 2.1638 7.5022 -3.9264 0.097
H 0.4440 5.8829 -3.2548 0.094
C -2.5090 -2.4760 -3.7077 -0.180
N -1.1821 -1.8828 -3.5600 -0.071
C -1.0230 -0.8573 -4.5965 -0.164
N -1.1751 -1.4186 -5.9498 -0.082
C -2.5028 -2.0267 -6.0347 -0.180
N -2.7079 -3.0867 -5.0348 -0.086
C -1.6628 -4.0958 -5.2279 -0.193
N -0.3117 -3.5458 -5.1173 -0.084
C -0.1835 -2.9242 -3.7881 -0.179
C -0.1735 -2.4755 -6.1147 -0.179
H -3.2644 -1.6979 -3.5745 0.103
H -2.6472 -3.2443 -2.9428 0.110
H -0.0222 -0.4356 -4.5052 0.095
H -1.7680 -0.0732 -4.4385 0.109
H -2.6378 -2.4541 -7.0317 0.117
H -3.2525 -1.2495 -5.8753 0.125
H -1.7841 -4.5490 -6.2155 0.117
H -1.7876 -4.8738 -4.4698 0.118
H 0.8054 -2.4780 -3.6988 0.090
H -0.2937 -3.7014 -3.0278 0.108
H -0.2774 -2.9117 -7.1116 0.117
H 0.8210 -2.0353 -6.0220 0.122
C 3.2939 -3.7384 0.0918 -0.106
C 2.5632 -3.1884 -1.1352 -0.492
C 3.5410 -3.3418 -2.3140 -0.128
C 1.9847 -1.7571 -0.9187 -0.294
H 3.6267 -4.7704 -0.0665 0.073
H 2.6779 -3.7200 0.9886 0.030
H 4.1836 -3.1294 0.2864 0.081
H 1.7260 -3.8643 -1.3500 0.096
H 4.4864 -2.8434 -2.0900 0.058
H 3.1661 -2.9184 -3.2432 0.031
H 3.7579 -4.4009 -2.4885 0.069
H 2.3197 -1.3505 0.0422 0.022
H 0.8822 -1.7976 -0.8807 0.004
```

---

[2]
Entry from OMol25: a cluster of 12 separate species, C66H144F12N8O12 in total in a non-equilibrium geometry (ωB97M-V with the def2-TZVPD basis set).

As for the charge: +4. Its orbital gap is 0.262 hartree. The calculation puts the HOMO energy at -12.53 eV. As for the spin multiplicity: 1. The energy comes out at -5139.12124 Eh.

Structure (XYZ):
```
242
Properties=species:S:1:pos:R:3:lowdin_charge:R:1
C 1.3152 -6.7261 -2.7945 -0.091
C -0.0804 -6.3649 -3.3860 -0.284
C -0.4706 -7.1137 -4.6091 -0.198
C 0.3754 -6.4062 -5.7133 -0.087
N 0.2788 -7.0709 -7.1089 -0.249
C 0.4239 -8.5839 -6.9457 -0.091
C 1.1184 -8.9661 -8.2568 -0.117
C 2.2668 -7.8764 -8.2417 -0.113
C 1.4477 -6.6281 -7.9478 -0.133
C -0.9505 -6.6621 -7.8972 0.036
H 2.1749 -6.0764 -3.2061 0.094
H 1.6593 -7.7334 -3.0016 0.067
H 1.2583 -6.5195 -1.7369 0.062
H -0.1562 -5.2846 -3.4889 0.104
H -0.8861 -6.5142 -2.5809 0.135
H -1.5513 -6.9620 -4.7437 0.121
H -0.2750 -8.1840 -4.4438 0.118
H 1.4229 -6.5180 -5.4153 0.127
H 0.0820 -5.3588 -5.7857 0.130
H -0.5262 -9.0532 -6.8196 0.129
H 1.0959 -8.8066 -6.0944 0.144
H 0.6197 -8.8694 -9.2123 0.116
H 1.5666 -9.9385 -8.2215 0.115
H 2.7152 -7.7224 -9.2406 0.133
H 2.9644 -8.0490 -7.4014 0.127
H 1.1443 -6.1584 -8.8582 0.121
H 1.9014 -5.8520 -7.3590 0.126
H -1.8855 -6.6794 -7.2654 0.127
H -1.0623 -7.2739 -8.7709 0.097
H -0.7332 -5.6375 -8.2707 0.118
C 2.1335 2.9002 -6.9930 -0.096
C 1.1027 3.7305 -7.8459 -0.196
C -0.2810 3.5286 -7.1296 -0.188
C -1.4373 3.8349 -8.0593 -0.106
N -2.7804 3.2236 -7.6192 -0.281
C -2.7669 1.7305 -7.8343 -0.091
C -4.1113 1.2980 -8.4225 -0.088
C -4.8776 2.6737 -8.5450 -0.148
C -3.7822 3.6968 -8.6131 -0.135
C -3.1841 3.6240 -6.2701 0.028
H 2.6788 3.5737 -6.3256 0.060
H 2.9218 2.4167 -7.6256 0.080
H 1.6971 2.0924 -6.3765 0.066
H 1.0600 3.2661 -8.8098 0.086
H 1.3392 4.8309 -7.9684 0.129
H -0.2896 4.0346 -6.2041 0.110
H -0.3686 2.5086 -6.9387 0.068
H -1.1456 3.3512 -9.0210 0.140
H -1.6774 4.8925 -8.1690 0.138
H -2.5185 1.1734 -6.9599 0.096
H -1.9897 1.5764 -8.5822 0.137
H -4.5863 0.6015 -7.7481 0.112
H -4.0166 0.8618 -9.3725 0.099
H -5.5375 2.8750 -7.7219 0.094
H -5.5410 2.6872 -9.4182 0.128
H -4.1644 4.7012 -8.3674 0.153
H -3.3403 3.5815 -9.6406 0.163
H -2.6876 2.9624 -5.5739 0.103
H -4.2832 3.3497 -6.1771 0.129
H -2.9660 4.6864 -6.1139 0.122
C 1.2720 -5.5284 9.0926 -0.106
C 1.7282 -4.0981 8.7779 -0.261
C 1.4547 -3.0476 9.8790 -0.168
C 2.4190 -1.8737 9.6879 -0.132
N 2.1147 -0.6716 10.5618 -0.271
C 3.2867 0.2959 10.4447 -0.084
C 3.1953 1.2076 11.7173 -0.131
C 2.7378 0.2582 12.7979 -0.139
C 2.3721 -1.0332 12.0591 -0.081
C 0.7045 -0.1062 10.3787 0.072
H 0.1611 -5.4803 9.2412 0.095
H 1.6351 -5.9855 9.9740 0.057
H 1.6134 -6.1565 8.2560 0.079
H 1.2608 -3.8451 7.7987 0.118
H 2.8329 -4.2163 8.5700 0.120
H 1.5554 -3.5765 10.8280 0.125
H 0.4654 -2.6923 9.8051 0.090
H 2.5747 -1.6010 8.6368 0.142
H 3.4434 -2.1194 9.9838 0.127
H 3.1257 0.6155 9.3606 0.159
H 4.1718 -0.3522 10.3961 0.131
H 2.5646 2.1045 11.5794 0.124
H 4.2021 1.5877 11.8471 0.118
H 1.9025 0.6540 13.4090 0.136
H 3.5157 0.1135 13.4910 0.108
H 1.5576 -1.6070 12.4672 0.129
H 3.2307 -1.6839 12.0784 0.131
H 0.7010 0.8530 10.8997 0.109
H 0.1002 -0.9064 10.8035 0.102
H 0.5196 0.0347 9.3319 0.104
C -6.1608 -2.1839 4.3514 -0.099
C -7.0372 -1.1446 3.6036 -0.230
C -8.5465 -1.4917 3.6569 -0.188
C -8.9356 -2.5595 2.6341 -0.146
N -10.3804 -2.7300 2.3511 -0.275
C -10.4880 -3.8416 1.2930 -0.084
C -11.5073 -3.3343 0.2673 -0.141
C -11.1240 -1.8453 0.2042 -0.110
C -11.0191 -1.5126 1.7188 -0.077
C -11.1078 -3.1042 3.6335 0.046
H -5.1028 -1.9349 4.2589 0.072
H -6.2079 -3.2228 3.9743 0.076
H -6.4557 -2.2567 5.3671 0.058
H -6.6619 -1.0826 2.5340 0.121
H -6.9037 -0.0974 3.9448 0.115
H -9.0644 -0.5376 3.5446 0.114
H -8.8119 -1.7783 4.6250 0.092
H -8.4904 -3.5943 2.9219 0.177
H -8.6044 -2.2672 1.6144 0.137
H -10.7829 -4.7177 1.7718 0.110
H -9.5247 -3.9369 0.7164 0.153
H -12.5179 -3.4626 0.5958 0.117
H -11.4002 -3.8624 -0.6511 0.117
H -11.8738 -1.2115 -0.3348 0.144
H -10.1542 -1.8459 -0.2954 0.115
H -11.9624 -1.3257 2.2018 0.131
H -10.4058 -0.6940 1.9934 0.107
H -11.9213 -3.8105 3.4071 0.118
H -11.5545 -2.1802 4.0537 0.122
H -10.4030 -3.6072 4.2924 0.109
C 2.3673 1.7861 0.8795 0.026
C 1.3174 0.6504 0.8730 -0.495
O 1.3556 -0.3174 1.6441 0.009
N 0.3124 0.8306 -0.0283 0.019
H 0.4381 1.4788 -0.7792 0.132
H 2.3866 -1.6159 2.2577 0.039
C -0.8071 -0.1083 -0.0796 -0.044
H 2.7587 1.9304 1.8812 0.074
H 1.8407 2.7050 0.5078 0.099
H 3.0990 1.4825 0.1515 0.061
H -0.4400 -1.1145 0.1095 0.086
H -1.2162 -0.1402 -1.0746 0.071
H -1.5117 0.1999 0.6619 0.075
C 0.3753 2.6500 4.7966 -0.004
C 0.2109 4.0329 4.1197 -0.558
O 1.0654 4.8942 4.0944 0.032
N -0.8677 4.1866 3.3367 -0.009
H -5.8479 6.9023 2.6838 0.038
H -0.7872 4.9891 2.7573 0.136
C -2.0610 3.3992 3.3515 -0.093
H -0.4669 2.2531 5.3538 0.062
H 1.3073 2.6591 5.3761 0.079
H 0.4619 1.9389 3.9156 0.092
H -2.8198 3.8994 4.0217 0.099
H -1.8092 2.3361 3.6659 0.089
H -2.5092 3.3481 2.3484 0.080
C 5.3783 3.7690 2.3137 -0.006
C 6.1984 5.0539 2.1641 -0.315
C 6.6201 5.6567 3.5432 -0.239
O 7.2514 6.8063 3.2497 -0.218
C 7.2097 7.9042 4.2203 -0.007
N 7.4286 4.8429 1.4203 0.224
H 8.0155 5.6864 1.5390 0.176
H 8.0792 4.0698 1.7037 0.207
H 7.2845 4.7415 0.4377 0.097
H 5.9600 3.0152 2.8600 0.103
H 4.9676 3.4224 1.3808 0.053
H 4.4863 4.0338 2.8654 0.087
H 5.7719 5.9272 1.7445 0.138
H 7.3302 5.0710 4.1896 0.156
H 5.6650 5.8243 4.0411 0.137
H 7.5322 7.5212 5.2027 0.100
H 6.2300 8.3382 4.1817 0.090
H 8.0014 8.5959 3.9279 0.098
C 5.7076 -0.1286 -3.9396 -0.044
C 4.9360 -0.5018 -2.6608 -0.444
C 4.7877 -1.9722 -2.6210 -0.191
O 4.2359 -2.4996 -1.3862 -0.160
C 2.8441 -2.4307 -1.4171 -0.112
N 5.5343 0.1918 -1.5478 0.039
H 6.5347 -0.1347 -1.2967 0.165
H 5.7293 1.7176 -1.3472 0.043
H 4.9364 -0.0983 -0.7246 0.125
H 6.7565 -0.4756 -3.8058 0.091
H 5.8205 0.9264 -4.2778 0.081
H 5.3229 -0.6993 -4.8086 0.091
H 3.9078 -0.1429 -2.7370 0.146
H 5.7690 -2.4045 -2.6868 0.132
H 4.2373 -2.3624 -3.4042 0.099
H 2.5084 -2.6081 -2.4688 0.095
H 2.4434 -1.5098 -1.0349 0.066
H 2.4660 -3.1206 -0.6932 0.082
C 6.2798 3.6166 -1.8477 -0.276
O 7.6218 4.0536 -1.4652 -0.112
O 5.9759 2.6359 -0.9360 -0.018
C 5.3286 4.8230 -1.5235 -0.558
F 4.0393 4.5694 -1.5329 0.173
F 5.4922 5.4429 -0.3674 0.144
F 5.4611 5.8380 -2.4305 0.126
C 8.4012 4.6099 -2.5206 -0.261
C 9.8469 4.4138 -2.2415 -0.058
H 10.4642 5.0006 -2.9275 0.100
H 10.0572 4.6198 -1.2028 0.069
H 10.1225 3.3680 -2.2664 0.082
H 8.1437 5.6501 -2.6625 0.124
H 8.1822 4.1020 -3.4198 0.109
H 6.2169 3.4179 -2.9150 0.166
C 3.3558 -2.6068 3.6667 -0.336
O 2.3832 -3.2743 4.3860 -0.069
O 2.9641 -2.3885 2.3491 0.028
C 3.5233 -1.1744 4.3355 -0.538
F 4.1963 -0.3454 3.5276 0.150
F 2.3436 -0.6214 4.6118 0.148
F 4.1221 -1.3068 5.5549 0.111
C 2.5955 -4.6828 4.4201 -0.200
C 3.9525 -5.1541 5.0599 -0.050
H 4.0065 -4.6249 6.0427 0.091
H 3.7697 -6.1748 5.2583 0.054
H 4.8491 -5.3071 4.5209 0.060
H 2.4075 -5.0403 3.4612 0.098
H 1.8303 -5.0879 5.0963 0.118
H 4.3645 -3.1082 3.6632 0.178
C -5.4843 8.0263 1.1506 -0.293
O -4.9887 7.1297 0.2139 -0.089
O -6.3250 7.4309 2.1386 0.088
C -4.1869 8.6958 1.8049 -0.542
F -3.5251 7.8003 2.6457 0.100
F -3.4185 9.1574 0.8293 0.175
F -4.5934 9.7015 2.5446 0.181
C -5.8454 6.9007 -0.9165 -0.246
C -5.1277 6.3775 -2.1495 -0.077
H -4.4194 7.1264 -2.5593 0.088
H -4.6398 5.4340 -1.9601 0.061
H -5.9361 6.0835 -2.8626 0.088
H -6.3207 7.9030 -1.0734 0.127
H -6.6947 6.2155 -0.7252 0.124
H -5.9210 8.8512 0.5169 0.176
C -0.9886 -0.7217 -5.7210 -0.490
O -2.1065 -1.5891 -5.3016 -0.129
O -0.8892 0.5203 -5.2571 -0.206
C 0.4456 -1.4655 -5.6280 -0.482
F 1.0834 -1.5723 -4.5037 0.163
F 0.3853 -2.7899 -6.1944 -0.003
F 1.2547 -0.9126 -6.5885 0.076
C -2.7241 -1.0675 -4.1199 -0.324
C -3.8766 -1.9436 -3.9030 -0.104
H -3.3861 -2.9724 -4.0767 0.104
H -4.2944 -1.9507 -2.9025 0.057
H -4.7532 -1.7280 -4.5937 0.096
H -3.0782 -0.0711 -4.3929 0.105
H -2.0193 -1.0678 -3.3115 0.100
H -1.1263 -0.6920 -6.8908 0.143
```